180
Properties=species:S:1:pos:R:3:lowdin_charge:R:1 method="wB97M-V/def2-TZVPD" smiles=COCCNCCOC.COCCNCCOC.COCCNCCOC.COCCNCCOC.COCCNCCOC.COCCNCCOC.CCO.CCO.CCO.CCO mol_weight_g_mol=983.42 gap_ev=9.204 de_lowest_ev=0.000 e_tot_ha=-3276.83197 homo_ev=-8.66
O -6.63 -29.56 21.98 -0.0882
O 0.37 -25.22 19.11 -0.2065
O -8.60 -14.27 15.01 -0.2074
O -3.17 -19.54 22.18 -0.1816
O -0.86 -26.00 23.23 -0.0966
O -6.03 -23.61 15.04 -0.1994
O -6.77 -23.44 21.35 -0.1093
O 0.45 -24.22 13.06 -0.1963
O -8.70 -17.52 19.29 -0.1723
O -3.00 -21.46 14.60 -0.2053
O 2.46 -19.90 20.13 -0.1972
O -9.67 -22.74 17.29 -0.2175
O -4.19 -25.64 18.41 -0.1855
O -9.20 -27.91 20.05 -0.2124
O -6.43 -20.46 18.82 -0.1918
O 0.65 -20.27 17.81 -0.1164
N -4.06 -22.05 18.73 -0.0163
N -8.79 -25.01 19.86 -0.0554
N -0.25 -19.99 21.37 -0.0484
N -7.32 -15.76 17.21 -0.0524
N -5.57 -20.85 14.20 -0.0390
N 1.26 -24.72 16.64 -0.0469
C -4.53 -20.15 13.45 -0.1766
C -4.32 -20.87 17.88 -0.1761
C 0.75 -25.02 15.31 -0.2180
C -5.01 -30.16 20.27 -0.1016
C -3.82 -24.39 18.92 -0.2499
C 1.22 -24.04 14.26 -0.2099
C -9.06 -17.81 20.62 -0.1021
C -1.27 -20.95 21.82 -0.1809
C -8.10 -21.48 21.96 -0.0660
C -1.97 -22.36 14.59 -0.1130
C -6.57 -24.78 15.56 -0.1277
C -8.00 -27.39 19.45 -0.1935
C -10.78 -22.03 16.71 -0.0509
C -8.76 -24.48 18.54 -0.2318
C -6.26 -21.91 13.46 -0.2348
C -6.98 -17.03 17.79 -0.2308
C -6.82 -22.00 21.32 -0.2832
C -3.24 -20.95 13.36 -0.2607
C -9.87 -23.44 18.41 -0.2980
C 2.05 -19.28 21.27 -0.2816
C 0.49 -23.67 17.35 -0.1860
C -10.32 -28.19 19.10 -0.0589
C -6.71 -15.54 15.93 -0.2166
C 1.06 -20.16 21.96 -0.2166
C 0.56 -23.88 18.85 -0.2449
C -7.21 -14.17 15.37 -0.1858
C -1.33 -18.80 18.21 -0.0805
C -8.89 -14.06 13.67 -0.1439
C -4.25 -23.32 18.01 -0.1953
C -0.82 -20.21 17.87 -0.2659
C -3.02 -26.66 24.07 -0.0881
C -7.01 -22.80 14.36 -0.2063
C -6.03 -30.64 21.25 -0.3090
C -2.14 -25.51 23.65 -0.3105
C 0.73 -25.52 20.41 -0.1140
C -7.79 -20.49 18.63 -0.1183
C 3.12 -19.01 19.25 -0.0957
C 0.64 -23.16 12.20 -0.1501
C -5.76 -20.56 17.60 -0.2321
C -7.39 -17.16 19.19 -0.2921
C -2.64 -20.55 21.31 -0.2021
C -7.70 -26.02 20.08 -0.1616
C -4.26 -18.93 21.61 -0.1388
C -3.44 -26.68 18.95 -0.1106
H -5.59 -22.51 12.80 0.1290
H -9.95 -13.81 13.60 0.0862
H -0.77 -18.46 19.10 0.0620
H -10.07 -29.10 18.54 0.0863
H -8.58 -18.74 21.01 0.0667
H -1.01 -21.86 14.42 0.0839
H -10.86 -23.93 18.43 0.1328
H 1.18 -25.99 15.02 0.1205
H -1.04 -18.12 17.41 0.0777
H -5.88 -17.13 17.80 0.1290
H -6.73 -25.61 19.77 0.1095
H -3.93 -26.35 24.56 0.0752
H -7.51 -22.23 15.16 0.1220
H -4.02 -18.46 20.64 0.0878
H 0.64 -26.59 20.56 0.0918
H -3.33 -21.80 12.65 0.1209
H 1.76 -25.20 20.56 0.0954
H -4.49 -31.00 19.78 0.0831
H -4.90 -19.87 12.46 0.1170
H -8.08 -21.50 18.32 0.0825
H -5.50 -31.22 22.00 0.1112
H -8.34 -13.20 13.27 0.0857
H -2.78 -24.29 19.23 0.1232
H -7.79 -23.98 18.38 0.1185
H 4.15 -18.81 19.57 0.0932
H -4.59 -18.10 22.24 0.0923
H -1.93 -22.92 15.51 0.0678
H -3.22 -27.29 23.21 0.0667
H -9.83 -22.81 19.32 0.1227
H -11.19 -28.40 19.74 0.0862
H -0.57 -23.84 17.05 0.1048
H -7.54 -23.76 20.83 0.0389
H -5.05 -19.68 21.47 0.0722
H -7.66 -26.17 21.16 0.1263
H -1.96 -24.84 24.51 0.1114
H -3.60 -23.30 17.13 0.1207
H -7.18 -28.06 19.70 0.0888
H 0.97 -20.09 18.72 0.0452
H -7.12 -16.26 15.19 0.1266
H 1.01 -25.55 17.19 0.0971
H -10.43 -21.18 16.14 0.0834
H 2.93 -19.14 21.92 0.1296
H -3.62 -20.82 17.04 0.1073
H 0.75 -22.65 17.06 0.0999
H -3.93 -20.03 18.49 0.0827
H -8.69 -17.04 21.33 0.0970
H -8.12 -27.30 18.37 0.1161
H 1.62 -18.29 21.08 0.1254
H -5.62 -15.51 15.94 0.1183
H -3.30 -21.44 21.34 0.1160
H 1.03 -23.00 14.59 0.1115
H -1.28 -21.05 22.92 0.1247
H -6.57 -13.86 14.54 0.1137
H -2.67 -20.13 20.30 0.0800
H -2.45 -27.23 24.81 0.0762
H -0.35 -25.13 15.24 0.1212
H -0.27 -23.33 19.32 0.1147
H -5.83 -19.67 16.94 0.1227
H -1.17 -20.92 18.65 0.0946
H -7.71 -23.43 13.80 0.1279
H 1.13 -20.05 23.06 0.1232
H -0.60 -19.05 21.52 0.1158
H -6.91 -21.48 12.67 0.1253
H 0.01 -23.28 11.31 0.0896
H -7.19 -13.45 16.20 0.1230
H -7.55 -24.60 16.03 0.0691
H -8.32 -15.63 17.09 0.1224
H 0.20 -22.27 12.67 0.0677
H -6.84 -31.25 20.86 0.1107
H -11.38 -22.72 16.09 0.0918
H -8.86 -25.16 17.67 0.1157
H -7.29 -17.94 17.23 0.1128
H -2.18 -23.08 13.78 0.1052
H -5.94 -21.61 21.82 0.0960
H 1.48 -23.47 19.30 0.1284
H 1.67 -23.00 11.88 0.0901
H -7.18 -16.21 19.72 0.1346
H -1.05 -21.95 21.41 0.1100
H -5.90 -25.17 16.33 0.0766
H -6.16 -21.31 16.88 0.1115
H -2.38 -18.77 18.47 0.0375
H -9.63 -25.58 19.97 0.1137
H -3.58 -26.78 20.05 0.0912
H -8.69 -14.96 13.08 0.0875
H 2.55 -18.09 19.08 0.0961
H -4.75 -21.98 19.48 0.0837
H 3.13 -19.50 18.28 0.0890
H -8.40 -20.29 19.52 0.0686
H -6.79 -17.93 19.71 0.1167
H -10.14 -17.92 20.66 0.0926
H -7.92 -20.50 22.42 0.0678
H -3.69 -27.61 18.47 0.0788
H -8.82 -21.29 21.16 0.0455
H -8.18 -19.76 17.91 0.0963
H 2.30 -24.18 14.07 0.1291
H -7.06 -28.93 21.38 0.0396
H -1.19 -20.49 16.87 0.0976
H -4.22 -29.63 20.80 0.0762
H -5.36 -29.47 19.50 0.0527
H 0.09 -25.02 21.14 0.0736
H -2.39 -20.35 12.98 0.1329
H -4.26 -19.23 14.00 0.1136
H -8.53 -22.17 22.67 0.0774
H -5.30 -23.47 17.73 0.1091
H -4.44 -24.23 19.84 0.1273
H -5.04 -21.40 14.90 0.0822
H -6.83 -21.76 20.25 0.0714
H 1.38 -21.19 21.76 0.1278
H -2.35 -26.49 18.81 0.0884
H -10.60 -27.34 18.48 0.0765
H -6.71 -25.54 14.78 0.0952
H -11.48 -21.67 17.49 0.0924
H -2.61 -24.92 22.87 0.1053
H -0.35 -26.24 24.01 0.0784

190
Properties=species:S:1:pos:R:3:lowdin_charge:R:1 method="wB97M-V/def2-TZVPD" smiles="COC[C@H](C)N.COC[C@H](C)N.COC[C@H](C)N.COC[C@H](C)N.COC[C@H](C)N.COC[C@H](C)N.COCCNCCOC.COCCNCCOC.COCCNCCOC.NC(N)=O.NC(N)=O" mol_weight_g_mol=1054.51 gap_ev=8.913 de_lowest_ev=2.227 e_tot_ha=-3512.76068 homo_ev=-8.57
O 14.60 10.89 20.49 -0.0142
O 16.09 15.80 20.84 -0.0318
O 7.73 15.45 16.53 -0.2066
O 15.11 18.28 16.51 -0.2381
O 8.84 13.59 20.57 -0.1938
O 10.38 20.49 24.12 -0.1965
O 21.62 19.47 16.63 -0.1921
O 19.22 14.54 25.37 -0.1888
O 14.99 19.53 23.68 -0.1867
O 10.45 22.08 19.88 -0.1735
O 15.28 26.32 24.72 -0.2185
O 19.34 14.25 18.31 -0.2579
O 16.99 21.88 20.88 -0.2076
O 12.21 13.03 18.28 -0.2781
N 10.46 14.34 16.01 -0.0348
N 12.33 18.38 23.35 0.0086
N 14.39 13.12 20.18 0.1750
N 22.10 12.77 20.33 0.0320
N 17.18 24.41 22.25 -0.0375
N 15.91 12.31 21.69 0.1667
N 19.67 17.04 18.70 0.0513
N 13.67 22.43 20.71 0.0503
N 11.46 14.62 20.39 0.0763
N 17.86 14.34 22.58 0.0345
N 16.45 17.44 19.24 0.2052
N 15.54 20.90 13.96 0.0355
N 14.40 16.66 19.67 0.1933
C 6.39 15.05 16.44 -0.1232
C 10.27 15.47 20.30 -0.4085
C 14.72 19.30 15.59 -0.1674
C 16.64 20.83 16.18 -0.0481
C 19.08 15.10 22.92 -0.4204
C 16.36 25.47 24.34 -0.2001
C 21.41 13.69 19.42 -0.4252
C 8.41 15.52 15.29 -0.2265
C 11.16 18.68 22.55 -0.2124
C 20.58 19.11 17.54 -0.1958
C 14.88 26.20 26.07 -0.1071
C 16.86 24.26 20.83 -0.2235
C 13.60 20.12 20.10 -0.0594
C 16.16 25.32 22.83 -0.2074
C 10.55 23.49 20.01 -0.0925
C 12.81 21.41 20.06 -0.3843
C 19.10 16.25 21.91 -0.0638
C 7.72 12.82 20.17 -0.1028
C 10.77 20.42 25.47 -0.1024
C 19.90 13.41 19.32 -0.1723
C 14.95 12.04 20.78 -0.6893
C 17.95 14.10 18.12 -0.0769
C 15.96 20.04 15.05 -0.4478
C 19.73 17.01 16.33 -0.0447
C 16.01 19.70 24.61 -0.1304
C 20.42 17.59 17.55 -0.4013
C 19.22 15.55 24.37 -0.2018
C 14.78 18.18 23.25 -0.1984
C 10.08 19.29 23.43 -0.2207
C 11.91 14.45 16.23 -0.2151
C 11.24 12.00 18.55 -0.0699
C 9.91 15.61 15.52 -0.1976
C 11.38 21.35 20.66 -0.1889
C 17.47 23.02 20.19 -0.2277
C 21.68 20.89 16.42 -0.1043
C 9.05 14.73 19.76 -0.2050
C 10.52 16.72 19.46 -0.0512
C 12.42 13.16 16.85 -0.1672
C 15.52 17.05 15.91 -0.0967
C 20.45 13.82 25.46 -0.1047
C 17.57 20.64 20.42 -0.0793
C 13.48 18.03 22.51 -0.2193
C 15.69 16.62 19.99 -0.6601
C 22.15 13.63 18.09 -0.0668
H 6.27 14.05 16.01 0.0906
H 9.88 23.91 19.27 0.0907
H 17.20 25.14 20.28 0.1230
H 16.17 18.00 18.46 0.0701
H 17.07 20.34 19.49 0.0545
H 12.40 14.70 15.29 0.1170
H 10.64 17.84 22.09 0.1021
H 13.68 12.90 19.49 0.0627
H 8.12 14.63 14.73 0.1214
H 18.47 16.28 24.68 0.1271
H 15.40 20.29 13.16 0.0765
H 9.65 17.26 19.07 0.0893
H 20.84 21.49 16.76 0.0783
H 14.94 17.52 24.10 0.1251
H 23.12 14.12 18.10 0.0790
H 20.19 17.25 19.55 0.0638
H 16.84 20.19 17.03 0.0542
H 19.70 15.92 16.25 0.0700
H 17.60 15.02 17.65 0.0637
H 11.56 23.83 19.77 0.0665
H 11.60 11.02 18.23 0.0993
H 23.09 12.85 20.12 0.0649
H 16.45 11.61 22.17 0.1026
H 20.31 13.16 26.32 0.0880
H 16.90 23.50 22.62 0.0990
H 21.47 14.73 19.76 0.1241
H 21.46 17.29 17.68 0.1390
H 22.29 12.58 17.81 0.0805
H 18.43 17.02 22.29 0.0808
H 9.26 14.32 18.76 0.0961
H 11.77 14.26 19.46 0.0459
H 5.95 14.96 17.43 0.0816
H 16.24 26.32 22.39 0.1202
H 17.35 25.85 24.61 0.1242
H 15.14 25.04 22.54 0.1129
H 19.84 16.03 18.60 0.0369
H 10.33 23.79 21.04 0.0952
H 19.85 14.35 22.73 0.1225
H 15.90 16.40 16.70 0.0672
H 11.79 20.03 25.57 0.0772
H 15.81 26.32 26.66 0.0826
H 11.25 16.53 18.67 0.0552
H 14.70 16.52 15.41 0.0832
H 9.20 19.49 22.81 0.1255
H 17.45 17.26 19.34 0.0700
H 13.95 19.77 21.07 0.0515
H 21.61 20.98 15.33 0.0859
H 14.51 20.19 19.50 0.0775
H 11.21 13.78 20.89 0.0691
H 19.65 19.61 17.24 0.1090
H 13.22 23.32 20.63 0.0412
H 20.23 17.34 15.41 0.0816
H 12.89 19.39 19.72 0.0794
H 13.64 18.63 21.60 0.0481
H 7.63 12.01 20.90 0.0897
H 14.24 27.01 26.41 0.0841
H 13.50 13.36 16.80 0.1210
H 7.85 12.38 19.18 0.0811
H 15.58 17.86 22.57 0.1070
H 17.37 14.04 19.04 0.0845
H 11.22 19.51 21.83 0.0640
H 14.10 17.17 18.85 0.0934
H 5.78 15.79 15.92 0.0894
H 12.16 15.29 16.89 0.1037
H 9.80 18.56 24.20 0.1175
H 12.79 21.74 19.02 0.1353
H 18.97 15.89 20.89 0.0497
H 17.31 22.97 19.11 0.1203
H 19.68 12.38 19.01 0.1293
H 11.42 21.56 21.73 0.1327
H 18.70 17.36 16.19 0.0651
H 17.46 19.80 21.09 0.0782
H 9.97 15.86 21.27 0.1274
H 18.61 20.78 20.14 0.0797
H 15.77 24.15 20.69 0.0901
H 14.14 18.85 14.77 0.1230
H 19.35 13.44 20.27 0.1131
H 21.89 11.81 20.08 0.0727
H 13.36 17.02 22.11 0.1128
H 7.98 16.36 14.72 0.1233
H 18.55 23.06 20.38 0.1212
H 14.62 22.40 20.36 0.0361
H 21.59 14.04 17.25 0.0677
H 14.63 14.08 20.37 0.0549
H 17.79 13.26 17.43 0.0979
H 10.06 19.75 25.97 0.0850
H 16.32 17.22 15.19 0.0786
H 11.04 17.46 20.06 0.0413
H 12.15 12.27 16.29 0.1291
H 16.35 21.42 13.64 0.0753
H 10.09 16.40 16.27 0.1144
H 17.58 21.25 15.80 0.0724
H 12.70 19.26 23.72 0.0924
H 15.91 19.04 25.47 0.0898
H 10.10 14.30 16.96 0.0667
H 16.15 24.53 24.86 0.1135
H 16.66 19.27 14.70 0.1233
H 17.46 14.10 23.49 0.0820
H 10.68 21.38 25.98 0.0845
H 13.71 16.13 20.19 0.0776
H 22.61 21.29 16.83 0.0855
H 14.06 19.91 16.20 0.1289
H 14.49 25.20 26.28 0.0847
H 17.18 15.01 22.20 0.0208
H 20.17 16.07 24.50 0.1212
H 11.11 11.93 19.62 0.0902
H 16.27 13.25 21.77 0.0375
H 20.54 13.16 24.60 0.0819
H 20.10 16.70 21.90 0.0786
H 16.10 20.73 24.94 0.0841
H 11.11 20.31 20.46 0.0959
H 17.01 19.55 24.17 0.0813
H 21.35 14.43 25.51 0.0876
H 8.17 15.36 19.68 0.1295
H 20.87 19.58 18.49 0.1238
H 10.27 12.23 18.11 0.0813
H 6.79 13.38 20.13 0.0836
H 10.33 15.91 14.56 0.1209
H 15.99 21.67 16.44 0.0831